Computed, not measured: one molecule with the formula C4H10N2O2 at a distorted geometry, with the ωB97M-V functional and the def2-TZVPD basis.

The SMILES is C[C@H](N)CNC(=O)O. The value obtained for the gap between HOMO and LUMO is 0.377 Eh. For the energy above the lowest of the compared OMol25 structures with the same formula, charge and spin, the calculation gives 1.0777 eV.

```
18
C4H10N2O2 (the ωB97M-V functional and the def2-TZVPD basis)
H 1.6888 3.4750 -0.2785
O 1.2241 2.6457 -0.1502
N -1.3055 -1.2985 1.5050
H -1.9890 0.0146 -0.9546
C -0.4709 -1.0215 0.2781
H 0.5222 0.2964 1.6574
H -1.0659 -2.1788 1.9318
N 1.4527 0.4291 -0.2418
H -2.2118 -1.6736 -0.8986
H 0.1245 -1.9503 0.2065
C 1.9681 1.6464 -0.6359
H -2.2937 -1.2546 1.3097
C 0.2468 0.2905 0.5876
H -0.4543 1.0721 0.3208
H -0.8720 -0.9302 -1.8701
O 2.9126 1.7590 -1.3785
C -1.4021 -0.8960 -0.9174
H 1.9255 -0.4250 -0.4713
```